39
Properties=species:S:1:pos:R:3:forces:R:3:lowdin_charge:R:1 method="wB97M-V/def2-TZVPD" homo_lumo_gap_ev=8.7 homo_energy_ev=-8.18 total_charge=0 spin_multiplicity=1 e_above_lowest_ev=0.534
C 2.8126 1.5756 2.0807 0.1 0.0 0.0 -0.05
C 2.1513 1.1868 0.7954 0.0 0.0 -0.2 -0.28
C 2.4980 0.0096 0.1416 0.0 0.1 0.0 -0.06
C 1.9394 -0.2987 -1.0846 0.0 0.0 0.0 -0.07
C 1.0284 0.5529 -1.6832 0.0 0.1 -0.1 -0.04
C 0.6462 1.7184 -1.0248 0.3 -0.4 0.2 -0.23
N -0.2246 2.6551 -1.5826 -0.2 0.1 0.1 0.07
C -1.1007 2.5583 -2.6067 0.1 0.3 0.0 -0.89
S -1.5785 3.9005 -3.4318 -0.2 0.3 -0.2 0.64
N -1.5752 1.3310 -3.0101 -0.3 -0.4 0.1 0.00
N -1.8415 0.3123 -2.0983 0.3 0.0 -0.6 0.07
C -2.5727 0.4890 -0.9719 0.0 -0.3 0.3 -0.45
O -3.0215 1.5451 -0.6024 -0.2 0.1 0.1 0.10
C -2.8060 -0.8429 -0.2476 -0.3 0.2 0.1 -0.08
O -1.6650 -1.6708 -0.2367 0.1 -0.1 0.0 -0.08
C -0.7645 -1.5296 0.7758 0.2 -0.1 0.1 -0.29
C -0.7564 -0.5016 1.7092 -0.2 -0.1 -0.2 0.00
C 0.1631 -0.4977 2.7444 0.1 -0.2 0.1 -0.10
C 1.0930 -1.5167 2.8437 -0.3 0.0 -0.2 -0.68
Cl 2.2234 -1.5329 4.1470 0.2 0.0 0.2 0.70
C 1.1373 -2.5299 1.8975 -0.2 0.1 0.0 -0.13
C 0.2139 -2.5274 0.8717 -0.2 0.2 0.1 -0.60
Cl 0.2490 -3.7674 -0.3200 0.1 -0.2 -0.1 0.74
C 1.2160 2.0233 0.2094 -0.1 -0.1 -0.2 0.01
H 2.1567 2.1959 2.6862 0.0 0.0 0.1 0.08
H 3.1031 0.6985 2.6519 0.0 0.0 0.1 0.04
H 3.7146 2.1502 1.8672 0.1 0.0 0.1 0.09
H 3.2231 -0.6545 0.5862 0.1 -0.1 0.1 0.12
H 2.2327 -1.2030 -1.5963 0.0 -0.1 -0.1 0.11
H 0.6635 0.3421 -2.6757 0.0 0.0 -0.1 0.11
H -0.1034 3.6057 -1.2562 -0.1 -0.2 -0.2 0.13
H -2.2957 1.4446 -3.7216 0.2 0.0 0.3 0.12
H -1.4121 -0.5884 -2.2758 0.0 0.3 0.1 0.15
H -3.5649 -1.3961 -0.8124 0.1 0.1 0.1 0.15
H -3.1915 -0.6524 0.7581 0.1 0.1 -0.1 0.14
H -1.4605 0.3116 1.6361 -0.1 0.1 0.0 0.12
H 0.1499 0.2971 3.4717 0.0 0.1 0.1 0.11
H 1.8740 -3.3141 1.9603 0.1 -0.1 0.0 0.11
H 0.9336 2.9420 0.7041 -0.1 0.1 0.1 0.12

119
Properties=species:S:1:pos:R:3:forces:R:3:lowdin_charge:R:1 method="wB97M-V/def2-TZVPD" homo_lumo_gap_ev=7.7 homo_energy_ev=-8.86 total_charge=0 spin_multiplicity=1 e_above_lowest_ev=6.030
C 4.2127 -1.9574 -0.3383 -0.5 0.0 0.4 -0.05
C 3.9935 -0.3076 -0.1770 4.9 2.2 -0.3 -0.29
O 5.1315 0.4228 -0.2445 -6.9 -3.9 0.6 -0.08
N 2.6187 0.2732 0.0711 2.0 -0.6 -0.4 -0.04
C 1.9981 0.8180 -1.2323 0.4 -0.1 0.2 -0.18
C 1.5967 -0.5001 -2.1201 0.7 0.5 -0.5 -0.18
C 0.4990 -0.2356 -3.3076 0.2 -0.7 -0.3 -0.21
C -0.6800 0.8428 -2.9419 0.4 -0.4 0.0 -0.15
C -1.5618 0.2293 -1.6779 -1.5 -2.9 -0.5 -0.05
C -2.1897 -1.1319 -1.8489 1.0 4.0 2.1 0.06
C -3.0330 -1.7539 -0.5826 -1.2 -4.5 -0.6 -0.22
O -3.4591 -3.0300 -0.6779 2.4 7.2 0.7 -0.08
C -3.3451 -0.9113 0.7922 2.0 3.6 -0.6 0.02
C -2.7375 0.4359 0.9789 -1.0 -3.3 -2.1 0.02
C -1.7746 1.0504 -0.2397 1.3 4.1 1.6 -0.16
O -1.2268 2.2575 0.0153 -3.0 -7.2 -1.9 -0.07
H 5.3264 -2.2525 -0.5452 -2.1 1.1 0.4 0.08
H 3.9081 -2.4939 0.6810 0.4 1.3 -2.2 0.09
H 3.5663 -2.4091 -1.2073 1.0 1.0 1.8 0.07
H 2.6537 1.0217 0.8027 0.5 -0.7 -1.2 0.11
H 2.8232 1.5070 -1.7158 -2.0 -1.4 0.5 0.12
H 1.0994 1.4860 -0.8930 1.6 -1.4 -0.9 0.11
H 2.5993 -0.8480 -2.6667 -2.1 0.6 1.2 0.11
H 1.2618 -1.3529 -1.3826 0.5 1.8 -1.4 0.12
H 1.0713 0.0847 -4.2979 -1.3 -0.4 2.2 0.12
H 0.0183 -1.2975 -3.5632 1.0 2.3 0.5 0.10
H -1.3427 0.9647 -3.9256 1.1 -0.3 2.5 0.10
H -0.1735 1.8828 -2.6940 -1.2 -2.2 -0.3 0.10
H -2.0782 -1.7155 -2.8715 -0.4 1.2 2.6 0.14
H -4.0463 -1.3545 1.6185 1.7 0.6 -1.8 0.10
H -2.9211 1.0951 1.9418 0.7 -1.6 -2.3 0.11
N 0.0423 0.6534 4.0254 1.0 1.2 -0.5 0.16
C -1.1068 -0.0086 4.2510 -0.5 -0.2 0.0 -0.70
N -0.9606 -1.1748 4.9054 -0.3 -1.0 0.7 0.16
O -2.1940 0.4145 3.8910 -0.2 0.3 0.1 0.00
H 0.9470 0.3211 4.3140 -0.2 0.1 -0.1 0.10
H -0.0232 1.5360 3.5353 0.1 -0.4 0.1 0.09
H -1.8012 -1.7047 5.0955 0.1 0.0 -0.3 0.09
H -0.0739 -1.5398 5.2099 -0.2 0.1 -0.1 0.10
N -4.3366 -4.6590 4.7181 -0.4 -0.2 1.4 0.16
C -3.8166 -3.9433 3.7046 0.0 -0.2 -0.2 -0.71
N -3.6614 -4.6295 2.5581 0.4 -0.1 -1.1 0.18
O -3.5104 -2.7667 3.8163 0.2 0.7 0.2 0.00
H -4.5949 -5.6286 4.6453 0.0 -0.1 -0.2 0.07
H -4.4699 -4.1801 5.5991 0.0 -0.2 -0.4 0.11
H -3.2729 -4.1278 1.7701 -0.2 -0.2 0.1 0.09
H -3.9075 -5.5986 2.4466 -0.1 0.0 0.1 0.09
N 2.0022 5.7960 -1.9511 -1.3 1.0 0.0 0.15
C 2.3601 4.5350 -2.2533 0.4 0.1 -0.1 -0.71
N 3.6884 4.3280 -2.3033 0.6 -0.7 0.0 0.18
O 1.5458 3.6503 -2.4649 -0.6 -0.6 -0.2 -0.01
H 2.6581 6.5380 -1.7737 0.1 -0.2 0.3 0.06
H 1.0114 5.9946 -1.9033 0.4 -0.1 -0.1 0.11
H 4.0005 3.3921 -2.5275 0.3 0.3 -0.2 0.07
H 4.3745 5.0436 -2.1321 -0.2 -0.1 0.0 0.10
N -2.8685 3.3823 -5.6388 1.3 0.7 -0.4 0.16
C -3.7519 2.4822 -5.1709 0.2 -0.5 0.3 -0.71
N -5.0374 2.7640 -5.4497 -1.5 -0.1 -0.1 0.15
O -3.4145 1.4904 -4.5441 0.0 -0.1 0.0 0.01
H -3.1271 4.2051 -6.1569 0.0 -0.2 0.1 0.10
H -1.8899 3.2080 -5.4507 -0.3 0.1 0.0 0.11
H -5.7348 2.1117 -5.1155 0.3 0.3 -0.1 0.11
H -5.3349 3.5757 -5.9644 0.1 -0.2 0.1 0.10
N -3.8556 -9.6906 2.9281 0.3 -0.2 -1.1 0.17
C -4.3394 -8.8960 3.8999 -0.2 0.0 -0.4 -0.72
N -4.2477 -9.4103 5.1395 0.0 0.0 1.5 0.16
O -4.8224 -7.7975 3.6750 -0.1 0.7 0.0 0.01
H -3.4543 -10.5981 3.0936 0.1 0.0 0.0 0.09
H -3.9055 -9.3412 1.9801 0.0 -0.2 0.3 0.12
H -4.6004 -8.8441 5.9002 0.1 -0.3 -0.3 0.11
H -3.8533 -10.3128 5.3446 -0.1 0.1 -0.1 0.11
N -0.6377 -9.4510 4.2203 -0.8 1.1 0.3 0.16
C -0.2798 -10.7121 3.9182 -0.2 -0.2 -0.1 -0.72
N 1.0485 -10.9191 3.8681 1.2 -0.7 -0.2 0.15
O -1.0942 -11.5967 3.7066 -0.4 -0.2 0.0 0.01
H 0.0181 -8.7091 4.3978 -0.1 -0.1 0.0 0.10
H -1.6285 -9.2525 4.2681 0.4 0.1 0.0 0.08
H 1.3605 -11.8550 3.6440 -0.1 0.4 0.1 0.11
H 1.7345 -10.2034 4.0393 -0.2 -0.1 0.0 0.10
N 5.7214 0.2820 -3.4179 -0.1 -0.9 1.3 0.16
C 5.7401 1.3789 -4.1964 0.0 0.1 -0.4 -0.70
N 5.8293 1.1269 -5.5148 0.2 0.1 -1.0 0.16
O 5.6810 2.5110 -3.7433 -0.1 0.3 0.3 0.02
H 5.7692 -0.6583 -3.7725 0.0 0.2 0.0 0.10
H 5.6551 0.4272 -2.4190 0.0 -0.1 -0.1 0.07
H 5.8463 1.9252 -6.1361 -0.1 -0.1 0.0 0.05
H 5.8790 0.2018 -5.9070 0.0 0.2 0.2 0.10
N 5.8916 5.2206 -8.3391 1.3 0.6 -0.3 0.16
C 5.0081 4.3205 -7.8712 0.1 -0.4 0.3 -0.69
N 3.7226 4.6023 -8.1500 -1.4 -0.2 -0.1 0.16
O 5.3455 3.3287 -7.2444 0.0 0.0 -0.2 0.02
H 5.6330 6.0434 -8.8572 0.0 -0.2 0.1 0.10
H 6.8701 5.0463 -8.1510 -0.4 0.1 -0.1 0.12
H 3.0253 3.9500 -7.8158 0.3 0.3 -0.1 0.12
H 3.4252 5.4140 -8.6647 0.1 -0.2 0.1 0.10
N 0.1752 5.0822 6.1651 -0.6 0.3 1.2 0.15
C 1.1393 5.0336 5.2283 0.5 0.3 0.3 -0.72
N 0.7699 4.4454 4.0762 0.1 -0.6 -1.4 0.16
O 2.2586 5.4865 5.4089 0.2 0.1 -0.1 0.01
H -0.7523 4.7147 6.0350 0.2 0.0 0.0 0.10
H 0.4118 5.5168 7.0474 -0.1 -0.2 -0.3 0.11
H 1.4661 4.3883 3.3444 -0.4 -0.1 0.3 0.10
H -0.1470 4.0666 3.9087 0.1 0.1 0.0 0.10
N 3.0053 6.1464 1.5307 -1.2 -0.7 0.2 0.17
C 3.9430 6.8401 0.8605 0.0 -0.1 -0.1 -0.69
N 4.9431 7.3118 1.6266 1.2 0.7 0.3 0.16
O 3.8905 7.0266 -0.3449 0.4 0.3 -0.3 0.00
H 3.0312 5.9824 2.5230 0.1 0.1 0.0 0.08
H 2.2348 5.7738 0.9914 0.3 0.1 0.1 0.11
H 5.6699 7.8397 1.1613 -0.3 -0.2 0.2 0.11
H 5.0037 7.1687 2.6206 -0.1 0.0 -0.2 0.10
N -6.4462 1.2619 1.4417 0.9 1.0 -0.4 0.16
C -7.5953 0.5999 1.6673 -0.6 0.3 -0.2 -0.73
N -7.4491 -0.5663 2.3218 -0.3 -1.3 0.7 0.15
O -8.6825 1.0230 1.3074 -0.1 0.0 0.0 0.01
H -5.5415 0.9296 1.7304 -0.1 0.0 -0.1 0.07
H -6.5117 2.1445 0.9517 0.1 -0.4 0.2 0.11
H -8.2897 -1.0962 2.5119 0.4 0.2 -0.1 0.11
H -6.5624 -0.9313 2.6263 -0.1 0.1 0.0 0.09

104
Properties=species:S:1:pos:R:3:forces:R:3:lowdin_charge:R:1 method="wB97M-V/def2-TZVPD" homo_lumo_gap_ev="5.6 / 5.5" homo_energy_ev="-12.67 / -12.78" total_charge=+2 spin_multiplicity=1
W -0.0940 -0.9425 0.1079 -3.1 1.1 1.2 1.65
C 1.1069 0.6277 -2.8625 0.3 -0.1 -0.3 -0.02
O 0.0212 0.5757 -1.9201 -0.4 0.5 0.7 -0.23
C -0.6466 1.7917 -1.6676 -0.1 -0.4 0.7 -0.19
C -0.7280 2.8585 -2.5336 0.1 -0.2 0.0 0.01
C -1.3516 4.0273 -2.1064 0.0 -0.1 0.1 -0.03
C -1.9001 4.1283 -0.8373 0.0 0.0 0.0 -0.05
C -1.8766 3.0490 0.0249 0.1 -0.4 0.2 0.02
C -1.2471 1.8699 -0.3769 0.3 0.4 -1.1 -0.19
N -1.0403 0.7085 0.3137 0.8 0.1 0.0 -0.20
N -1.0648 0.1958 1.5392 0.0 -0.2 0.1 -0.01
C -2.0118 -0.5015 2.2583 0.0 -1.5 0.4 -0.16
C -1.6454 -1.8820 2.3129 -0.1 1.4 -0.2 -0.31
O -0.6587 -2.2705 1.4893 0.0 0.8 -0.5 -0.21
C -2.3544 -2.7716 3.1296 -0.3 -0.2 0.4 0.00
C -3.4531 -2.3255 3.8185 0.6 -0.4 -0.3 0.01
C -3.8844 -0.9822 3.7478 0.1 0.6 -0.2 -0.16
C -5.0317 -0.5476 4.4451 0.1 0.2 0.0 -0.01
C -5.3862 0.7775 4.4630 -0.1 -0.3 0.1 -0.05
C -4.6101 1.7204 3.7797 0.3 0.0 -0.2 -0.05
C -3.5044 1.3262 3.0652 -0.1 0.1 0.1 -0.02
C -3.1257 -0.0259 3.0102 0.0 -0.1 0.1 -0.10
H 0.7280 0.7289 -3.8822 0.0 0.0 0.2 0.11
H 1.6440 -0.3197 -2.7621 -0.1 0.2 0.0 0.09
H 1.7756 1.4599 -2.6258 -0.1 -0.1 0.0 0.11
H -0.3157 2.8054 -3.5269 0.1 0.0 -0.1 0.13
H -1.3926 4.8711 -2.7734 0.0 0.1 -0.1 0.12
H -2.3445 5.0544 -0.5089 -0.1 0.1 0.0 0.12
H -2.3028 3.1216 1.0127 0.0 0.0 0.0 0.10
H -2.0255 -3.7966 3.1987 0.0 -0.1 0.0 0.13
H -3.9983 -3.0066 4.4545 -0.1 -0.1 0.0 0.13
H -5.6158 -1.2759 4.9883 0.0 -0.1 0.1 0.12
H -6.2483 1.1027 5.0257 -0.1 0.0 0.0 0.12
H -4.8877 2.7623 3.8190 0.0 0.1 0.0 0.11
H -2.8859 2.0605 2.5740 0.0 0.1 0.0 0.08
N 9.2459 -5.0803 0.3989 0.5 -0.2 0.0 0.20
C 8.2080 -4.6004 0.4170 0.2 -0.1 0.0 -0.17
C 6.9247 -4.0013 0.4314 -0.7 0.4 0.0 -0.21
C 6.4334 -3.3947 -0.7249 0.0 0.0 0.1 0.01
C 5.1791 -2.8214 -0.7076 -0.1 0.0 0.0 -0.01
C 4.4036 -2.8357 0.4525 0.3 -0.2 0.2 -0.21
C 4.9115 -3.4178 1.6079 -0.2 0.1 0.0 0.00
C 6.1612 -4.0107 1.5974 0.1 0.0 -0.1 0.01
C 3.0484 -2.2365 0.3804 0.0 0.2 -0.5 -0.01
C 2.8708 -0.9340 0.8680 -0.2 -0.4 0.1 -0.21
C 3.8402 -0.0674 1.4062 -0.4 0.0 -0.1 0.05
C 3.2477 1.1811 1.5463 -0.1 -0.2 0.0 -0.02
C 1.9376 1.0574 1.1198 -0.2 -0.3 -0.3 -0.08
N 1.6678 -0.2207 0.7114 1.8 0.5 0.2 -0.13
C 2.1258 -2.9233 -0.4378 0.2 0.3 0.3 -0.23
C 2.3493 -4.1331 -1.1193 -0.3 0.4 0.0 0.04
C 1.3588 -4.2501 -2.0883 0.0 0.1 0.2 -0.02
C 0.5496 -3.1368 -1.9682 -0.1 0.3 0.1 -0.16
N 0.9492 -2.3249 -0.9352 1.0 -1.2 -1.0 -0.16
H 7.0268 -3.3878 -1.6268 0.1 0.0 0.0 0.13
H 4.7877 -2.3534 -1.5986 0.0 0.0 -0.1 0.13
H 4.3187 -3.4342 2.5088 -0.1 0.0 0.1 0.13
H 6.5483 -4.4907 2.4829 0.0 0.0 0.1 0.13
H 4.8463 -0.3269 1.6576 0.3 -0.1 0.0 0.13
H 3.7021 2.0760 1.9193 0.1 0.2 0.1 0.12
H 1.1729 1.8219 1.0853 0.1 -0.1 0.1 0.12
H 3.1541 -4.8170 -0.9386 0.2 -0.1 0.1 0.13
H 1.2364 -5.0466 -2.7956 0.0 -0.1 -0.2 0.12
H -0.2885 -2.8543 -2.5928 0.0 -0.1 0.2 0.08
C -4.0004 -4.6209 -2.6614 0.2 0.1 -0.1 -0.09
C -2.6622 -5.3212 -2.4397 -0.2 -0.1 0.2 -0.23
C -2.4120 -5.7792 -1.0028 0.1 0.3 0.0 -0.16
C -2.1014 -4.6749 0.0126 0.6 -0.5 -0.3 -0.13
N -3.2416 -3.8305 0.2912 -0.4 0.7 0.0 0.00
C -3.4317 -2.5509 -0.0724 0.6 -0.2 -0.2 -0.53
Se -2.2724 -1.4913 -1.1486 -0.9 -0.3 -0.4 0.91
N -4.6344 -2.1255 0.3466 0.7 -0.4 0.0 0.01
C -5.2122 -0.8350 0.0553 -0.2 0.7 -0.5 -0.14
C -5.7732 -0.7873 -1.3689 0.0 -0.3 0.1 -0.18
C -6.9158 -1.7735 -1.6142 0.0 0.2 0.0 -0.25
C -8.2525 -1.3160 -1.0409 0.2 -0.2 -0.1 -0.09
C -5.2523 -3.1626 1.0107 0.2 -1.0 0.3 -0.15
C -6.4920 -3.2669 1.6286 0.0 0.1 0.0 0.01
C -6.8169 -4.4802 2.1976 0.0 0.1 0.0 -0.05
C -5.9285 -5.5593 2.1781 0.1 0.0 0.0 -0.05
C -4.6849 -5.4609 1.5862 0.0 0.0 0.0 0.01
C -4.3596 -4.2484 0.9858 -0.8 0.3 0.2 -0.15
H -4.2419 -4.6235 -3.7204 -0.1 0.1 -0.1 0.08
H -3.9744 -3.5796 -2.3383 -0.1 0.0 0.0 0.03
H -4.8022 -5.1338 -2.1339 -0.1 0.0 0.0 0.08
H -1.8500 -4.6756 -2.7759 0.1 0.0 -0.1 0.09
H -2.6408 -6.2191 -3.0572 0.1 0.0 -0.1 0.12
H -1.5597 -6.4603 -0.9971 0.0 0.0 0.1 0.12
H -3.2813 -6.3382 -0.6560 0.0 -0.2 0.0 0.11
H -1.2770 -4.0430 -0.3428 -0.3 -0.1 0.2 0.08
H -1.7959 -5.1324 0.9600 0.0 0.2 -0.1 0.14
H -4.4229 -0.0842 0.1577 -0.1 -0.1 0.2 0.10
H -5.9869 -0.6378 0.7951 0.1 0.0 0.1 0.13
H -4.9522 -1.0017 -2.0612 -0.1 0.1 0.0 0.08
H -6.1146 0.2288 -1.5643 0.0 0.1 0.0 0.12
H -6.6449 -2.7552 -1.2171 0.0 -0.1 -0.1 0.09
H -7.0330 -1.8842 -2.6926 0.0 -0.1 0.0 0.12
H -8.2260 -1.1999 0.0404 0.0 0.1 0.1 0.06
H -9.0187 -2.0483 -1.2815 -0.1 0.0 0.1 0.08
H -8.5427 -0.3651 -1.4802 -0.1 0.1 0.0 0.08
H -7.1839 -2.4438 1.6511 -0.1 0.2 0.0 0.11
H -7.7816 -4.6039 2.6643 -0.1 0.0 0.1 0.12
H -6.2247 -6.4919 2.6341 0.0 -0.1 0.0 0.12
H -4.0055 -6.2981 1.5869 0.1 -0.1 0.0 0.12

no.,DFT total energy (hartree),molecular weight (g/mol)
1,-2252.03648,384.3
2,-3224.69966,881.9
3,-4857.92457,1014.7